C34H39MnN5O3P2S | ωB97M-V with the def2-TZVPD basis set

Computed properties:
- HOMO energy (spin up / spin down) (eV) = -8.3 / -8.3
- relative energy (zero: lowest compared OMol25 entry of this formula, charge and spin) (kcal per mole) = 8.43
- Kohn-Sham gap (spin up / spin down) (eV) = 7.10 / 6.69

Geometry as ORCA input:
```
! wB97M-V def2-TZVPD RIJCOSX def2/J DEFGRID3
* xyz 0 6
Mn -0.330 -2.178 -0.837
C -1.258 2.301 -0.936
C -1.698 1.260 -1.660
C -1.349 1.030 -3.105
C 0.003 0.464 -3.705
C 1.313 0.574 -2.952
C 1.524 1.444 -1.943
C 1.044 2.844 -2.100
C -0.195 3.303 -1.289
C 1.807 -2.358 -0.438
H -1.772 2.454 0.010
H -2.188 0.380 -1.178
H -1.455 2.058 -3.520
H -2.171 0.370 -3.470
H -0.192 -0.541 -4.157
H 0.226 1.081 -4.597
H 2.009 -0.255 -3.190
H 2.046 1.183 -1.017
H 0.776 2.990 -3.147
H 1.881 3.536 -1.934
H 0.179 3.678 -0.334
H -0.618 4.209 -1.772
H 1.966 -1.383 0.079
H 2.346 -2.305 -1.404
H 1.935 -3.281 0.183
P 1.470 -0.840 -7.290
P -1.991 -0.658 -7.169
N 2.797 0.249 -7.587
N 2.303 -2.182 -8.282
N -2.258 1.105 -7.172
N -3.600 -1.015 -7.924
C 0.444 -0.155 -8.655
C -0.989 -0.718 -8.760
C 3.748 0.522 -6.595
C 4.835 1.146 -7.190
C 4.561 1.259 -8.592
C 3.294 0.733 -8.806
C 2.321 -3.511 -7.858
C 2.681 -4.340 -8.919
C 2.891 -3.499 -10.053
C 2.710 -2.180 -9.616
C -2.016 1.863 -6.028
C -1.910 3.209 -6.350
C -2.085 3.296 -7.767
C -2.316 2.005 -8.236
C -4.378 -0.398 -8.916
C -5.544 -1.142 -9.122
C -5.450 -2.303 -8.280
C -4.248 -2.215 -7.589
H 0.876 -0.317 -9.652
H 0.456 0.927 -8.428
H -1.538 -0.123 -9.515
H -1.015 -1.785 -9.067
H 3.523 0.255 -5.573
H 5.741 1.456 -6.693
H 5.229 1.623 -9.359
H 2.709 0.724 -9.720
H 2.060 -3.738 -6.840
H 2.781 -5.418 -8.895
H 3.116 -3.809 -11.071
H 2.853 -1.268 -10.178
H -1.915 1.346 -5.109
H -1.730 4.030 -5.671
H -2.030 4.180 -8.381
H -2.496 1.659 -9.239
H -4.075 0.514 -9.408
H -6.359 -0.887 -9.786
H -6.172 -3.103 -8.202
H -3.788 -2.875 -6.875
O 0.029 2.365 1.785
S 0.293 0.993 2.167
O 1.659 0.625 2.461
N -0.375 -0.043 1.024
C -1.295 -0.866 1.558
O -1.668 -1.872 0.878
C -1.686 -0.475 2.944
C -2.524 -1.216 3.796
C -2.601 -0.848 5.154
C -1.693 0.117 5.651
C -0.723 0.712 4.818
C -0.813 0.486 3.443
H -3.042 -2.080 3.358
H -3.344 -1.335 5.812
H -1.722 0.402 6.710
H 0.114 1.318 5.190
*
```

C34H39N5O3P2SV | ωB97M-V with the def2-TZVPD basis set

Computed properties:
- HOMO energy (spin up / spin down) (eV) = -7.0 / -8.3
- Kohn-Sham gap (spin up / spin down) (eV) = 7.05 / 8.17

Geometry as ORCA input:
```
! wB97M-V def2-TZVPD RIJCOSX def2/J DEFGRID3
* xyz 0 4
V 0.011 -0.738 -1.655
C -1.473 1.394 -1.302
C -1.505 0.639 -2.465
C -0.663 1.054 -3.641
C 0.704 0.384 -3.802
C 1.622 0.344 -2.612
C 1.593 1.275 -1.570
C 0.855 2.543 -1.677
C -0.645 2.600 -1.172
C 0.829 -2.562 -1.821
H -2.222 1.226 -0.520
H -2.266 -0.149 -2.620
H -0.566 2.150 -3.691
H -1.242 0.795 -4.552
H 0.555 -0.642 -4.182
H 1.210 0.928 -4.615
H 2.414 -0.414 -2.663
H 2.444 1.251 -0.888
H 0.869 2.904 -2.715
H 1.382 3.292 -1.063
H -0.606 2.914 -0.119
H -1.108 3.438 -1.728
H 0.430 -2.989 -0.875
H 1.928 -2.450 -1.779
H 0.496 -3.149 -2.692
P 1.605 -0.865 -6.498
P -2.262 -0.260 -6.232
N 2.960 0.164 -7.025
N 2.085 -2.169 -7.689
N -2.397 1.411 -6.754
N -3.726 -0.727 -7.203
C 0.334 -0.061 -7.548
C -1.020 -0.800 -7.514
C 4.085 0.415 -6.223
C 4.982 1.195 -6.950
C 4.415 1.409 -8.246
C 3.178 0.773 -8.263
C 2.358 -3.488 -7.314
C 2.652 -4.235 -8.452
C 2.583 -3.351 -9.573
C 2.227 -2.095 -9.080
C -2.471 2.495 -5.864
C -2.234 3.667 -6.559
C -1.990 3.308 -7.929
C -2.100 1.932 -8.015
C -4.405 -0.163 -8.296
C -5.272 -1.118 -8.836
C -5.117 -2.317 -8.057
C -4.160 -2.056 -7.084
H 0.641 0.016 -8.607
H 0.217 0.973 -7.188
H -1.489 -0.750 -8.515
H -0.872 -1.868 -7.280
H 4.117 0.017 -5.218
H 5.939 1.564 -6.598
H 4.858 1.954 -9.070
H 2.441 0.726 -9.054
H 2.319 -3.755 -6.269
H 2.891 -5.293 -8.475
H 2.782 -3.598 -10.610
H 2.069 -1.172 -9.619
H -2.694 2.327 -4.819
H -2.239 4.662 -6.129
H -1.760 3.983 -8.744
H -2.005 1.287 -8.889
H -4.249 0.857 -8.611
H -5.920 -0.991 -9.691
H -5.627 -3.258 -8.195
H -3.744 -2.682 -6.313
O 1.081 1.875 1.169
S 1.127 0.445 1.356
O 2.409 -0.203 1.414
N 0.061 -0.401 0.335
C -0.986 -1.034 1.006
O -1.803 -1.697 0.331
C -0.937 -0.725 2.446
C -1.857 -1.054 3.460
C -1.710 -0.461 4.718
C -0.679 0.459 4.981
C 0.267 0.754 3.990
C 0.130 0.106 2.762
H -2.666 -1.760 3.257
H -2.406 -0.709 5.524
H -0.603 0.940 5.958
H 1.083 1.462 4.143
*
```

C34H39N5O3P2SZr | ωB97M-V with the def2-TZVPD basis set

Computed properties:
- HOMO energy (eV) = -13.2
- relative energy (zero: lowest compared OMol25 entry of this formula, charge and spin) (kcal per mole) = 0.00
- Kohn-Sham gap (eV) = 4.68

Geometry as ORCA input:
```
! wB97M-V def2-TZVPD RIJCOSX def2/J DEFGRID3
* xyz 2 1
Zr -0.646 1.270 -1.889
C -1.626 1.985 -6.386
C -1.702 0.647 -6.345
C -0.675 -0.382 -6.667
C 0.756 0.197 -6.801
C 1.144 0.883 -5.535
C 0.784 2.063 -5.005
C 0.312 3.274 -5.748
C -0.567 2.881 -6.937
C 0.782 2.288 -0.533
H -2.520 2.561 -6.117
H -2.691 0.199 -6.204
H -0.939 -0.933 -7.591
H -0.677 -1.137 -5.856
H 1.433 -0.665 -6.940
H 0.863 0.796 -7.715
H 1.921 0.320 -5.015
H 1.152 2.351 -4.020
H 1.156 3.900 -6.087
H -0.267 3.896 -5.041
H -1.018 3.794 -7.342
H 0.079 2.435 -7.709
H 0.254 3.112 -0.012
H 1.668 2.711 -1.024
H 1.164 1.615 0.248
P 1.302 -0.462 -2.483
P -1.688 -1.808 -1.627
N 2.943 0.367 -3.153
N 2.338 -1.597 -1.635
N -2.488 -0.402 -2.374
N -3.185 -2.584 -1.340
C 0.403 -1.612 -3.606
C -0.829 -2.413 -3.124
C 3.091 1.755 -3.157
C 4.185 2.133 -3.929
C 4.795 0.920 -4.397
C 4.019 -0.141 -3.907
C 3.198 -1.224 -0.597
C 3.897 -2.347 -0.177
C 3.469 -3.451 -0.987
C 2.521 -2.959 -1.875
C -2.933 0.712 -1.568
C -3.170 1.793 -2.461
C -3.209 1.244 -3.761
C -2.772 -0.077 -3.687
C -4.387 -2.501 -2.052
C -5.345 -3.279 -1.426
C -4.733 -3.856 -0.260
C -3.428 -3.396 -0.208
H 1.150 -2.288 -4.038
H 0.064 -0.964 -4.424
H -1.526 -2.545 -3.963
H -0.512 -3.421 -2.821
H 2.388 2.390 -2.650
H 4.478 3.150 -4.141
H 5.677 0.845 -5.021
H 4.167 -1.210 -4.000
H 3.186 -0.213 -0.221
H 4.639 -2.376 0.611
H 3.819 -4.477 -0.946
H 1.912 -3.467 -2.614
H -3.556 0.467 -0.706
H -3.549 2.759 -2.160
H -3.578 1.771 -4.635
H -2.794 -0.887 -4.399
H -4.440 -1.911 -2.951
H -6.361 -3.421 -1.758
H -5.215 -4.522 0.442
H -2.641 -3.562 0.506
O 0.361 -1.839 0.414
C -0.237 -0.859 0.892
N -0.914 0.083 0.107
S -1.993 1.014 1.013
O -1.899 2.347 0.398
O -3.299 0.400 1.163
C -1.213 0.588 2.539
C -1.828 0.843 3.767
C -1.601 -0.031 4.835
C -0.790 -1.159 4.640
C -0.191 -1.413 3.402
C -0.439 -0.557 2.323
H -2.486 1.698 3.868
H -2.093 0.162 5.790
H -0.702 -1.876 5.461
H 0.407 -2.303 3.218
*
```

C34H39N6O12 | ωB97M-V with the def2-TZVPD basis set

Computed properties:
- HOMO energy (eV) = -3.1
- Kohn-Sham gap (eV) = 4.25

Geometry as ORCA input:
```
! wB97M-V def2-TZVPD RIJCOSX def2/J DEFGRID3
* xyz -1 1
N 1.323 -0.651 -0.041
H 0.576 -0.483 -0.699
H 1.526 -1.638 -0.116
H 1.062 -0.497 0.923
H 2.172 -0.141 -0.240
C 4.781 0.295 -2.164
C 5.016 0.627 -0.697
O 3.814 0.802 -0.007
H 3.989 0.847 -2.671
H 4.586 -0.753 -2.395
H 5.619 0.591 -2.795
H 5.549 1.576 -0.749
H 5.745 -0.091 -0.321
C 0.760 -1.010 4.965
C 0.102 -0.637 3.647
O 0.921 0.024 2.700
H 1.410 -1.869 4.794
H -0.035 -1.367 5.619
H 1.208 -0.217 5.564
H -0.803 -0.092 3.918
H -0.260 -1.587 3.253
C 0.885 2.612 -3.254
C 1.836 2.522 -2.291
C 2.777 3.475 -2.168
C 2.895 4.516 -3.072
C 1.916 4.622 -4.046
C 0.924 3.670 -4.107
N 3.879 5.545 -2.917
O 4.266 5.755 -1.753
O 4.183 6.262 -3.867
H 0.137 1.835 -3.200
H 1.907 1.742 -1.546
H 3.540 3.379 -1.410
H 1.970 5.386 -4.807
H 0.120 3.838 -4.808
C -1.537 5.586 4.140
C -2.078 5.763 2.900
C -1.665 4.957 1.846
C -0.790 3.914 1.971
C -0.375 3.625 3.311
C -0.668 4.506 4.320
N -0.429 3.143 0.831
O -1.111 3.192 -0.228
O 0.566 2.453 0.948
H -1.650 6.291 4.950
H -2.695 6.603 2.615
H -2.087 5.202 0.882
H 0.219 2.785 3.642
H -0.345 4.357 5.340
C -5.193 1.635 1.872
C -5.244 0.318 2.497
C -4.363 -0.628 1.987
C -3.442 -0.304 0.926
C -3.411 0.924 0.388
C -4.327 1.897 0.806
N -2.389 -1.251 0.487
O -1.397 -0.913 -0.153
O -2.484 -2.438 0.743
H -5.954 2.377 2.065
H -5.996 -0.017 3.196
H -4.389 -1.608 2.440
H -2.866 1.054 -0.536
H -4.411 2.849 0.303
C -1.436 -4.040 -5.837
C -1.935 -2.817 -5.333
C -1.195 -2.027 -4.415
C 0.079 -2.443 -4.033
C 0.548 -3.686 -4.430
C -0.208 -4.575 -5.302
N 0.877 -1.583 -3.124
O 1.948 -2.008 -2.697
O 0.376 -0.555 -2.658
H -2.052 -4.627 -6.502
H -2.979 -2.588 -5.490
H -1.575 -1.055 -4.138
H 1.502 -4.113 -4.159
H 0.119 -5.554 -5.622
C -0.703 -5.929 3.935
C -1.108 -6.606 2.765
C -0.845 -6.071 1.462
C -0.074 -4.911 1.352
C 0.447 -4.382 2.505
C 0.072 -4.823 3.734
N 0.144 -4.397 -0.021
O -0.356 -4.899 -1.041
O 0.939 -3.475 -0.065
H -0.950 -6.199 4.951
H -1.555 -7.589 2.809
H -1.321 -6.452 0.570
H 0.996 -3.454 2.455
H 0.458 -4.303 4.599
*
```

C34H40AlBN4O4 | ωB97M-V with the def2-TZVPD basis set

Computed properties:
- HOMO energy (eV) = -12.7
- Kohn-Sham gap (eV) = 6.57

Geometry as ORCA input:
```
! wB97M-V def2-TZVPD RIJCOSX def2/J DEFGRID3
* xyz 2 1
Al -0.170 0.246 0.402
C 5.897 -2.808 -1.544
C 4.701 -1.937 -1.274
C 4.730 -0.579 -1.486
C 3.598 0.259 -1.319
C 3.804 1.636 -1.595
N 2.992 2.617 -1.886
C 1.567 2.604 -2.211
C 1.227 3.780 -3.131
C -0.281 3.894 -3.408
N -0.806 2.606 -3.863
C -1.581 1.820 -3.183
C -2.396 2.153 -2.056
C -3.279 3.240 -1.969
C -4.114 3.384 -0.877
C -5.111 4.505 -0.779
C -4.024 2.443 0.158
C -3.101 1.405 0.149
C -2.932 0.529 1.304
N -1.866 -0.147 1.492
C -1.675 -1.010 2.644
C -1.512 -2.474 2.190
C -1.027 -2.607 0.743
N 0.131 -1.769 0.424
C 1.187 -2.347 -0.024
C 2.387 -1.711 -0.527
C 3.505 -2.487 -0.798
C 2.403 -0.317 -0.795
O 1.374 0.389 -0.506
C -2.255 1.265 -0.969
O -1.255 0.420 -1.005
H 6.823 -2.246 -1.440
H 5.860 -3.202 -2.561
H 5.925 -3.657 -0.864
H 5.656 -0.125 -1.823
H 4.848 1.937 -1.591
H 3.422 3.531 -1.946
H 0.975 2.659 -1.301
H 1.340 1.648 -2.679
H 1.780 3.697 -4.071
H 1.522 4.717 -2.650
H -0.453 4.650 -4.173
H -0.807 4.179 -2.502
H -0.360 2.228 -4.690
H -1.585 0.776 -3.486
H -3.365 3.926 -2.806
H -5.112 5.126 -1.673
H -4.886 5.142 0.078
H -6.117 4.110 -0.636
H -4.679 2.558 1.015
H -3.748 0.493 2.029
H -2.483 -0.919 3.370
H -0.746 -0.679 3.118
H -2.470 -2.991 2.251
H -0.825 -2.981 2.868
H -1.830 -2.285 0.077
H -0.818 -3.658 0.533
H 1.201 -3.438 -0.068
H 3.459 -3.554 -0.604
C 0.281 8.212 -0.963
C -0.284 8.081 0.463
C 0.291 9.217 1.317
C -1.810 8.242 0.409
C 0.108 6.704 0.996
C 1.180 6.527 1.874
C 1.598 5.275 2.318
C 0.919 4.179 1.834
O 1.116 2.837 2.064
B 0.200 2.140 1.297
O -0.603 3.086 0.600
C -0.144 4.336 0.959
C -0.578 5.574 0.539
H 0.051 9.199 -1.367
H -0.156 7.462 -1.629
H 1.366 8.090 -0.961
H -0.120 10.168 0.982
H 1.376 9.281 1.223
H 0.032 9.089 2.369
H -2.056 9.264 0.120
H -2.258 8.046 1.384
H -2.272 7.579 -0.326
H 1.702 7.396 2.248
H 2.408 5.169 3.027
H -1.450 5.663 -0.097
*
```